Entry 1:
Entry from OMol25: a single C3H7N3O molecule (ωB97M-V with the def2-TZVPD basis set).

Structure (XYZ):
```
14
Properties=species:S:1:pos:R:3
H 0.057 -0.448 -4.056
N -0.284 -0.791 -3.157
C 0.316 -0.177 -2.222
N 0.067 -0.424 -0.878
C 0.632 0.195 0.203
O 1.450 1.088 0.229
N -0.037 -0.446 1.310
C -0.665 0.474 2.238
H 1.074 0.603 -2.351
H -0.622 -1.033 -0.443
H 0.561 -1.142 1.740
H -1.389 1.094 1.687
H 0.068 1.118 2.731
H -1.228 -0.112 2.970
```

- E_LUMO: 0.820 eV
- DFT total energy: -9742.09899 eV
- Molecular weight: 101.11 g mol⁻¹
- HOMO: -9.8 eV
- SMILES: [H]/N=C/NC(=O)NC



Entry 2:
Entry from OMol25: 2 unconnected molecules or ions with the total composition C3H7N3O (ωB97M-V with the def2-TZVPD basis set).

Structure (XYZ):
```
14
Properties=species:S:1:pos:R:3
C 0.389 -0.601 -1.978
N 0.201 0.791 -1.663
C -0.415 1.319 -0.764
N -0.978 2.080 0.054
C 0.091 -0.260 1.234
O -0.518 0.464 2.156
N 0.683 -1.312 1.795
H -0.445 -0.986 -2.574
H 0.456 -1.178 -1.047
H 1.308 -0.718 -2.558
H -0.874 1.239 1.651
H -1.780 2.582 -0.308
H 1.219 -1.931 1.210
H 0.661 -1.489 2.794
```

- E_LUMO: 1.028 eV
- DFT total energy: -9740.30665 eV
- Molecular weight: 101.11 g mol⁻¹
- HOMO: -8.6 eV



Entry 3:
Entry from OMol25: a single C3H7N3O molecule (ωB97M-V with the def2-TZVPD basis set).

Structure (XYZ):
```
14
Properties=species:S:1:pos:R:3
C -1.293 1.272 -0.964
N -0.382 1.588 0.107
C 0.257 0.650 0.674
N 0.878 0.633 1.870
C 0.657 -1.018 0.155
N 0.534 -1.752 -0.985
O 1.232 -1.618 1.066
H -2.323 1.411 -0.607
H -1.198 0.225 -1.282
H -1.176 1.925 -1.835
H 1.206 -0.385 1.977
H 0.532 1.229 2.618
H 0.121 -1.476 -1.856
H 0.955 -2.682 -0.938
```

- E_LUMO: 0.869 eV
- DFT total energy: -9741.30635 eV
- Molecular weight: 101.11 g mol⁻¹
- HOMO: -8.7 eV
- SMILES: C/N=C(/N)C(N)=O



Entry 4:
Entry from OMol25: 2 unconnected molecules or ions with the total composition C3H7N3O (ωB97M-V with the def2-TZVPD basis set).

Structure (XYZ):
```
14
Properties=species:S:1:pos:R:3
C -1.388 -0.122 0.583
N -0.057 -0.051 0.021
C 0.852 -1.093 0.452
C 0.634 1.406 -0.338
O 1.798 1.591 -0.098
H -1.884 -1.048 0.276
H -1.986 0.718 0.229
H -1.348 -0.104 1.677
H 0.808 -1.236 1.536
H 1.869 -0.807 0.178
H 0.594 -2.033 -0.048
H -0.166 2.160 -0.229
N -0.106 -0.198 -1.995
N 0.379 0.817 -2.244
```

- E_LUMO (alpha / beta): 0.041 / 0.041 eV
- DFT total energy: -9739.66807 eV
- Molecular weight: 101.11 g mol⁻¹
- HOMO (alpha / beta): -8.3 / -8.3 eV
- SMILES: CN(C)C=O.N#N



Entry 5:
Entry from OMol25: a single C3H7N3O molecule (ωB97M-V with the def2-TZVPD basis set).

Structure (XYZ):
```
14
Properties=species:S:1:pos:R:3
C 1.400 1.077 -0.505
N 0.956 -0.242 -0.910
C 0.146 -0.759 -0.062
N 0.188 -2.070 0.256
C -1.062 -0.071 0.608
N -1.616 0.935 -0.118
O -1.546 -0.504 1.638
H 2.456 0.961 -0.228
H 0.893 1.339 0.441
H 1.324 1.866 -1.269
H -0.341 -2.364 1.065
H 1.037 -2.541 -0.012
H -1.304 1.109 -1.061
H -2.530 1.266 0.158
```

- E_LUMO: 0.806 eV
- DFT total energy: -9742.10006 eV
- Molecular weight: 101.11 g mol⁻¹
- HOMO: -8.6 eV
- SMILES: C/N=C(/N)C(N)=O



Entry 6:
Entry from OMol25: a single C3H7N3O molecule (ωB97M-V with the def2-TZVPD basis set).

Structure (XYZ):
```
14
Properties=species:S:1:pos:R:3
H 2.715 -1.534 0.336
N 1.966 -0.726 0.447
C 0.886 -1.175 -0.030
N -0.384 -0.495 -0.023
C -1.668 -0.978 -0.086
O -2.622 -0.323 0.374
N -0.137 0.729 0.807
C 0.238 1.679 -0.281
H 0.757 -2.156 -0.382
H -1.776 -1.835 -0.778
H -0.891 0.904 1.563
H 1.159 1.575 -0.791
H -0.516 1.597 -1.134
H 0.271 2.739 -0.022
```

- E_LUMO: 0.762 eV
- DFT total energy: -9739.53036 eV
- Molecular weight: 101.11 g mol⁻¹
- HOMO: -9.2 eV
- SMILES: [H]/N=C/N(C=O)NC



Entry 7:
Entry from OMol25: a single C3H7N3O molecule (ωB97M-V with the def2-TZVPD basis set).

Structure (XYZ):
```
14
Properties=species:S:1:pos:R:3
H -3.444 0.479 -1.526
N -2.489 0.753 -1.308
C -1.789 -0.259 -1.072
O -0.345 -0.119 -1.049
C -0.093 -0.152 0.272
N -1.162 -0.392 0.931
H -1.287 -0.129 1.886
N 1.184 0.071 0.680
C 2.346 0.270 -0.169
H -2.073 -1.311 -1.066
H 1.346 -0.116 1.656
H 2.051 0.830 -1.057
H 2.810 -0.675 -0.481
H 3.092 0.856 0.380
```

- E_LUMO: 0.845 eV
- DFT total energy: -9740.94069 eV
- Molecular weight: 101.11 g mol⁻¹
- HOMO: -9.0 eV
- SMILES: [H]/N=C/O/C(=N/[H])NC



Entry 8:
Entry from OMol25: 3 unconnected molecules or ions with the total composition C3H7N3O (ωB97M-V with the def2-TZVPD basis set).

Structure (XYZ):
```
14
Properties=species:S:1:pos:R:3
C -1.014 1.049 1.258
C 0.461 1.356 -0.255
C 0.418 -0.838 -0.886
N 1.307 -1.418 -0.024
N -1.395 -0.198 1.071
N 0.666 -0.677 -2.121
O 1.387 2.022 -0.272
H 2.156 -1.776 -0.436
H 0.988 -1.521 0.929
H -0.098 -0.244 -2.631
H -2.289 -0.254 0.580
H -0.635 -0.643 -0.286
H -0.308 1.235 2.064
H -1.644 1.909 1.009
```

- E_LUMO: 0.226 eV
- DFT total energy: -9739.16821 eV
- Molecular weight: 101.11 g mol⁻¹
- HOMO: -9.0 eV



Entry 9:
Entry from OMol25: a single C3H7N3O molecule (ωB97M-V with the def2-TZVPD basis set).

Structure (XYZ):
```
14
Properties=species:S:1:pos:R:3
H 2.148 1.370 -0.351
N 2.899 0.624 -0.080
C 2.416 -0.542 0.047
N 1.048 -1.000 0.015
C 0.012 -0.056 0.084
N 0.099 1.214 0.094
H -0.837 1.583 -0.005
O -1.176 -0.743 -0.082
C -2.336 0.060 -0.015
H 3.051 -1.398 0.303
H 0.612 -1.953 -0.121
H -2.454 0.574 1.060
H -3.181 -0.598 -0.161
H -2.301 0.865 -0.788
```

- E_LUMO: 0.665 eV
- DFT total energy: -9741.15613 eV
- Molecular weight: 101.11 g mol⁻¹
- HOMO: -9.5 eV
- SMILES: [H]/N=C\N/C(=N/[H])OC



Entry 10:
Entry from OMol25: a single C3H7N3O molecule (ωB97M-V with the def2-TZVPD basis set).

Structure (XYZ):
```
14
Properties=species:S:1:pos:R:3
C 2.223 0.374 -0.605
N 0.809 0.215 -0.848
C 0.131 -0.466 -0.034
N 0.523 -1.189 1.066
C -1.800 0.534 0.532
O -1.244 -0.466 -0.215
N -2.952 0.843 -0.046
H 2.816 -0.380 -1.140
H 2.483 0.334 0.464
H 2.525 1.353 -0.988
H -0.213 -1.640 1.586
H 1.406 -1.671 1.038
H -3.470 1.615 0.341
H -3.231 0.482 -0.955
```

- E_LUMO: 1.084 eV
- DFT total energy: -9740.59361 eV
- Molecular weight: 101.11 g mol⁻¹
- HOMO: -8.9 eV



Entry 11:
Entry from OMol25: a molecular structure, C3H7N3O2 (ωB97M-V with the def2-TZVPD basis set).

Structure (XYZ):
```
15
Properties=species:S:1:pos:R:3
C -1.534 0.826 0.115
C -0.074 1.023 0.453
C 0.662 -0.255 0.454
H -2.379 -2.168 -0.395
H -0.787 -1.583 -0.770
H -2.210 1.818 0.084
H -0.143 1.644 1.318
H 1.292 1.716 -0.978
H 0.083 -1.451 0.729
H 3.510 -0.795 -0.608
N -1.606 -1.596 -0.011
N -2.276 -0.209 -0.139
N 1.958 0.050 0.029
O 0.572 1.948 -0.306
O 2.935 -0.966 0.025
```

- E_LUMO: 0.521 eV
- DFT total energy: -11782.89939 eV
- Molecular weight: 117.11 g mol⁻¹
- HOMO: -9.6 eV



Entry 12:
Entry from OMol25: a single C3H7N3O2 molecule (ωB97M-V with the def2-TZVPD basis set).

Structure (XYZ):
```
15
Properties=species:S:1:pos:R:3
C 2.018 -0.573 0.631
C 0.876 0.211 -0.027
N 0.286 -0.628 -0.771
C -0.991 -0.943 -0.552
N -1.927 -0.425 0.253
O -1.681 0.734 1.106
N 0.903 1.515 0.129
O -0.261 1.904 -0.699
H 2.430 -1.419 -0.103
H 1.431 -0.776 1.630
H 2.943 0.100 0.891
H -1.448 -1.819 -1.188
H -3.092 -0.499 -0.019
H -1.150 1.284 0.301
H -0.338 1.334 -1.582
```

- E_LUMO: 0.289 eV
- DFT total energy: -11783.35006 eV
- Molecular weight: 117.11 g mol⁻¹
- HOMO: -9.1 eV
- SMILES: CC(/N=C\NO)=N/O



Entry 13:
Entry from OMol25: a single C3H7N3O2 molecule (ωB97M-V with the def2-TZVPD basis set).

Structure (XYZ):
```
15
Properties=species:S:1:pos:R:3
N 1.164 1.223 0.511
C 0.871 -0.124 -0.007
N 2.044 -0.834 -0.673
C -0.155 -1.055 -0.034
C -1.642 -0.734 0.035
O -2.718 -1.401 0.082
N -2.067 0.630 0.061
O -1.541 1.768 -0.808
H 2.087 1.000 1.206
H 0.488 1.620 1.220
H 2.036 -1.973 -0.740
H 3.053 -0.427 -0.177
H -0.155 -2.101 -0.100
H -3.045 0.613 0.097
H -0.420 1.798 -0.672
```

- E_LUMO: -0.165 eV
- DFT total energy: -11784.16017 eV
- Molecular weight: 117.11 g mol⁻¹
- HOMO: -8.8 eV
- SMILES: NC(N)=CC(=O)NO



Entry 14:
Entry from OMol25: a molecular structure, C3H7N3O2 (ωB97M-V with the def2-TZVPD basis set).

Structure (XYZ):
```
15
Properties=species:S:1:pos:R:3
C -2.026 -0.810 -0.091
C -0.338 1.319 -0.280
C 2.310 -0.489 0.149
N 1.410 -1.332 0.343
O 0.879 1.398 -0.357
O -0.748 -0.357 -0.532
N -1.326 1.927 0.173
N 3.350 0.021 -0.155
H 0.182 -0.945 -0.138
H 1.376 -1.836 1.217
H -1.523 2.847 -0.193
H 3.495 1.018 -0.198
H -2.790 -0.362 -0.725
H -2.042 -1.900 -0.154
H -2.209 -0.499 0.941
```

- E_LUMO: 0.622 eV
- DFT total energy: -11787.30499 eV
- Molecular weight: 117.11 g mol⁻¹
- HOMO: -8.9 eV



Entry 15:
Entry from OMol25: a single C3H7N3O2 molecule (ωB97M-V with the def2-TZVPD basis set).

Structure (XYZ):
```
15
Properties=species:S:1:pos:R:3
H -0.865 -0.499 -2.367
N -1.224 -0.627 -1.262
C -0.469 0.261 -0.638
N 0.106 1.294 -1.200
C -0.464 -0.038 0.823
O -0.852 -1.471 0.970
C 0.806 0.324 1.411
N 1.916 -0.297 1.048
O 1.573 -1.477 0.317
H 0.568 2.217 -0.724
H 0.098 1.480 -2.206
H -1.269 0.631 1.333
H -1.453 -1.523 0.069
H 0.996 1.307 1.954
H 0.532 -1.581 0.471
```

- E_LUMO: 0.310 eV
- DFT total energy: -11785.67713 eV
- Molecular weight: 117.11 g mol⁻¹
- HOMO: -9.4 eV
- SMILES: [H]/N=C(\N)[C@@H](O)/C=N\O



Entry 16:
Entry from OMol25: a single C3H7N3O2 molecule (ωB97M-V with the def2-TZVPD basis set).

Structure (XYZ):
```
15
Properties=species:S:1:pos:R:3
N -0.688 -2.020 -0.408
C -0.455 -0.767 -0.875
O -0.364 -0.528 -2.067
C -0.670 0.389 0.302
N -1.011 0.057 1.603
C 0.592 0.896 0.070
N 0.930 1.618 -1.058
O 1.494 0.986 1.108
H -0.993 -2.706 -1.083
H -1.014 -2.154 0.541
H -0.325 0.273 2.308
H -1.667 -0.692 1.818
H 0.248 1.476 -1.796
H 1.859 1.418 -1.418
H 2.063 1.752 0.955
```

- E_LUMO: 0.665 eV
- DFT total energy: -11788.54388 eV
- Molecular weight: 117.11 g mol⁻¹
- HOMO: -7.4 eV
- SMILES: NC(=O)/C(N)=C(\N)O



Entry 17:
Entry from OMol25: a molecular structure, C3H7N3O2 (ωB97M-V with the def2-TZVPD basis set).

Structure (XYZ):
```
15
Properties=species:S:1:pos:R:3
C 1.284 0.149 -0.083
C 0.081 -0.434 0.362
C -1.214 0.340 -0.278
H 1.937 2.161 -0.477
H 0.474 2.143 0.579
H 2.371 -1.475 -0.508
H -0.183 -0.475 1.468
H 1.038 -1.833 -0.547
H -2.382 -1.338 0.464
H -3.267 0.245 -0.217
N 1.369 1.544 0.393
N 2.242 -0.424 -0.627
N -2.388 -0.399 -0.219
O -0.054 -1.767 0.079
O -1.310 1.563 -0.389
```

- E_LUMO: 0.385 eV
- DFT total energy: -11786.30384 eV
- Molecular weight: 117.11 g mol⁻¹
- HOMO: -9.5 eV



Entry 18:
Entry from OMol25: a single C3H7N3O2 molecule (ωB97M-V with the def2-TZVPD basis set).

Structure (XYZ):
```
15
Properties=species:S:1:pos:R:3
H -2.790 1.057 0.050
N -3.067 0.109 0.267
C -2.269 -0.847 0.033
N -0.883 -0.977 -0.388
C 0.148 -0.189 -0.118
N 0.593 1.128 -0.019
O -0.593 1.980 -0.276
O 1.273 -0.915 -0.037
C 2.509 -0.251 0.141
H -2.670 -1.921 0.293
H -0.662 -1.997 -0.841
H -0.209 2.835 0.159
H 2.601 0.227 1.219
H 3.360 -0.931 0.028
H 2.659 0.691 -0.511
```

- E_LUMO: 0.560 eV
- DFT total energy: -11785.52917 eV
- Molecular weight: 117.11 g mol⁻¹
- HOMO: -8.6 eV
- SMILES: [H]/N=C\N/C(=N\O)OC